Entry 1:
The following is a DFT calculation (ωB97M-V with the def2-TZVPD basis set) of a molecular structure, C19H46Br3O12P3 in a non-equilibrium geometry.

## Properties
Kohn-Sham gap in eV: 10.1
Highest occupied orbital energy in Ha: -0.377
Max |F| in eV/Å: 2.1
Multiplicity: 1
Energy above the lowest of the compared OMol25 structures with the same formula, charge and spin in kcal/mol: 0.0

Geometry as XYZ:
```
83
Properties=species:S:1:pos:R:3:mulliken_charge:R:1
Br 1.63 -0.16 3.97 -0.045
Br 3.13 0.81 1.31 -0.018
Br 0.87 2.68 2.58 -0.004
P -3.71 6.78 2.83 0.805
P -0.57 -2.30 -1.90 0.470
P 4.59 -3.94 -1.69 0.318
O 3.56 -3.10 -0.78 0.214
O 3.71 -5.20 -2.17 0.075
O -3.43 5.43 2.01 -0.085
O 0.78 -1.44 -1.81 0.067
O 5.85 -4.27 -1.02 -0.810
O -4.62 6.67 3.98 -0.705
O 0.06 -3.66 -2.46 -0.230
O -0.94 -2.62 -0.38 -0.062
O -4.17 7.82 1.69 -0.404
O -2.19 7.24 3.13 -0.259
O 4.75 -2.98 -2.96 -0.405
O -1.68 -1.70 -2.65 -0.840
C -3.57 9.94 2.88 -1.063
C -4.54 4.71 1.46 -0.287
C -0.09 -5.82 -1.32 -0.805
C 3.70 -3.48 -5.15 -1.324
C -2.82 -1.45 0.53 -1.248
C -1.51 6.71 4.28 -0.366
C -4.49 9.16 1.95 -0.235
C 1.29 0.58 -2.93 -1.457
C 4.22 -6.52 -2.49 -0.272
C -2.31 -2.82 0.02 -0.278
C 3.66 -2.72 -3.83 0.603
C 0.64 -0.03 -1.69 0.351
C -0.68 -4.87 -2.33 -0.185
C 2.79 -3.75 0.25 0.443
C 2.34 -2.65 1.19 -1.009
C -1.56 5.19 4.46 -0.934
C 4.99 -7.14 -1.35 -1.216
C -4.11 3.29 1.21 -1.178
C 1.47 0.89 2.31 0.253
H 0.99 -5.88 -1.43 -0.076
H 3.49 -1.66 -4.02 0.297
H 4.62 -3.33 -5.72 0.316
H -4.46 9.68 0.99 0.311
H 2.74 -3.03 -3.33 -0.288
H 1.26 0.38 -0.88 -0.275
H 3.37 -7.15 -2.74 0.288
H 1.89 -4.07 -0.28 -0.330
H -3.34 3.26 0.43 0.297
H -4.83 5.21 0.54 0.270
H -5.43 4.71 2.11 0.381
H -2.86 -3.25 -0.81 0.354
H 0.78 0.18 -3.81 0.357
H -2.54 9.92 2.51 0.260
H 3.23 -4.61 0.75 0.457
H -0.28 -5.57 -0.27 0.234
H 3.60 -4.54 -4.94 0.250
H -0.60 -5.40 -3.29 0.452
H -3.50 9.50 3.88 0.293
H 4.85 -6.36 -3.37 0.317
H -2.91 -0.66 -0.21 0.299
H -0.85 4.74 3.76 0.054
H -0.41 -6.86 -1.43 0.454
H -0.51 7.12 4.29 0.421
H 4.51 -7.11 -0.37 0.246
H 1.47 -2.91 1.81 0.375
H -2.55 4.75 4.44 0.320
H 2.88 -3.20 -5.81 0.390
H -2.42 -3.46 0.89 0.339
H 3.07 -2.13 1.80 0.447
H -0.39 0.30 -1.57 0.476
H -3.93 10.95 3.06 0.397
H 5.95 -6.62 -1.29 0.366
H -2.04 7.09 5.16 0.266
H -3.65 2.79 2.07 0.300
H -4.99 2.68 0.99 0.383
H -1.71 -4.67 -2.04 0.243
H 1.81 -1.86 0.64 -0.185
H -5.50 9.33 2.32 0.266
H -3.81 -1.58 0.98 0.453
H 0.73 0.41 1.69 -0.164
H 1.19 1.67 -3.03 0.412
H -2.27 -1.16 1.42 0.266
H -1.12 4.90 5.42 0.430
H 2.37 0.45 -2.93 0.301
H 5.08 -8.21 -1.55 0.403
```

Entry 2:
The following is a DFT calculation (ωB97M-V with the def2-TZVPD basis set) of a molecular structure, C19H46F3K3N5O8PS in a non-equilibrium geometry.

## Properties
Kohn-Sham gap in eV: 5.6
Highest occupied orbital energy in Ha: -0.439
Charge: +2
Max |F| in eV/Å: 3.5
Multiplicity: 1

Geometry as XYZ:
```
86
Properties=species:S:1:pos:R:3:mulliken_charge:R:1
K -4.02 -1.90 3.92 0.986
K 1.30 -3.10 2.28 0.981
K 0.17 0.25 4.82 0.927
S -1.14 -0.60 1.73 0.978
P 2.55 -3.82 -1.70 -0.498
F -3.17 -0.08 0.15 -0.208
F -2.00 1.67 0.67 -0.149
F -1.28 0.18 -0.71 -0.162
O -0.95 -1.95 1.21 -0.683
O 0.42 -0.05 -6.19 -0.558
O 0.20 -0.06 2.01 -0.743
O 2.25 -3.22 -0.38 -0.396
O -0.59 0.93 -4.41 -0.353
O 2.84 2.30 0.48 -0.470
O -2.47 3.99 4.63 -0.240
O -2.02 -0.56 2.87 -0.609
N 4.20 -4.06 -1.86 0.320
N 1.17 2.91 3.74 -0.444
N -4.65 3.92 6.74 -0.649
N 2.05 -2.82 -2.95 0.507
N 1.67 -5.23 -2.00 0.388
C 2.37 1.10 -0.11 -0.213
C -1.90 1.22 -4.02 -0.100
C 1.24 -6.09 -0.89 -0.859
C -3.56 4.85 4.77 -1.161
C -2.64 2.88 3.79 -0.147
C -6.14 5.05 5.18 -1.302
C -0.57 0.28 -5.62 0.503
C 1.63 -5.83 -3.31 -0.969
C 5.17 -3.42 -1.00 -0.966
C -2.85 1.07 -5.21 -0.636
C 1.27 2.94 2.26 1.994
C 0.90 4.31 1.68 -1.656
C -4.86 4.19 5.27 0.832
C 4.83 -4.99 -2.85 -0.916
C -1.97 0.41 0.37 0.609
C 2.73 -2.79 -4.23 -1.039
C -1.99 0.17 -6.16 -0.412
C 2.65 2.41 1.86 -0.929
C 1.18 -1.68 -2.68 -0.723
H -3.75 4.29 7.01 0.245
H -2.20 0.44 -3.30 0.078
H -1.93 2.23 -3.62 0.336
H -3.29 5.65 5.46 0.457
H 0.41 3.56 3.94 0.193
H -2.29 -0.87 -6.06 0.262
H 0.32 -6.64 -1.08 0.371
H 1.27 1.15 -0.13 -0.015
H 4.25 -5.91 -2.78 0.216
H 2.69 0.24 0.50 0.192
H -4.98 3.20 4.81 0.148
H -3.79 5.40 3.84 0.403
H -3.80 0.57 -5.00 0.276
H 0.35 -1.67 -3.40 0.121
H 0.66 4.30 0.61 0.353
H -3.34 2.93 2.95 0.439
H 3.40 3.13 2.20 0.492
H 4.68 -2.55 -0.54 0.178
H 0.51 2.28 1.85 -1.142
H 1.75 -0.77 -2.86 0.326
H 2.01 -2.54 -5.01 0.311
H 1.12 -5.56 0.05 0.007
H 2.05 -6.81 -0.73 0.375
H -5.98 5.84 4.44 0.317
H 5.50 -4.00 -0.13 0.302
H 4.79 -4.65 -3.88 0.251
H 2.54 -6.32 -3.65 0.313
H 2.75 0.98 -1.12 0.267
H 5.84 -5.17 -2.51 0.474
H -1.66 2.64 3.35 -0.371
H -1.98 0.60 -7.15 0.314
H 0.02 4.73 2.17 0.435
H 0.78 -6.53 -3.30 0.408
H -6.41 5.48 6.13 0.369
H 6.06 -3.06 -1.52 0.433
H 1.17 -5.19 -4.07 0.257
H 3.09 -3.76 -4.54 0.267
H 1.97 3.42 4.11 0.310
H 1.70 5.05 1.77 0.374
H -3.09 2.00 -5.71 0.317
H -2.84 2.02 4.45 0.203
H 2.86 1.49 2.42 0.278
H 3.58 -2.10 -4.24 0.311
H -6.97 4.45 4.80 0.297
H -4.57 2.93 6.97 0.220
H 0.74 -1.66 -1.68 0.202
```

Entry 3:
The following is a DFT calculation (ωB97M-V with the def2-TZVPD basis set) of 3 unconnected molecules or ions with the total composition C19H46FNO10P3 in a non-equilibrium geometry.

## Properties
Kohn-Sham gap in eV: 8.0
Highest occupied orbital energy in Ha: -0.425
Charge: +1
Max |F| in eV/Å: 9.6
Multiplicity: 1

Geometry as XYZ:
```
80
Properties=species:S:1:pos:R:3:mulliken_charge:R:1
P -6.61 0.46 0.11 1.027
P 3.94 -1.21 4.54 0.979
P 2.58 0.08 -1.94 0.216
F -0.71 1.91 -6.83 -0.339
O 1.87 0.93 -0.55 -0.450
O 3.15 -1.23 5.86 -0.753
O -0.83 1.15 -3.30 -0.330
O -5.62 -0.77 -0.44 -0.410
O 5.06 -0.09 5.08 -0.372
O -7.13 -0.30 1.49 -0.330
O 4.84 -1.20 3.06 -0.321
O -5.27 0.93 1.09 -0.327
O -7.81 0.04 -0.77 -0.752
O 2.95 -0.14 3.74 -0.269
N 1.49 -0.28 -4.58 -0.166
C 0.33 0.89 -6.52 0.386
C -8.49 -0.66 1.67 -0.276
C -4.06 1.38 0.51 0.018
C 0.24 1.92 -3.95 -0.707
C 1.62 0.09 4.17 -0.210
C 1.17 -0.55 -3.12 -0.370
C 6.17 -1.65 3.00 -0.091
C 1.56 1.26 5.14 -1.065
C 3.69 1.37 -2.81 -0.867
C -5.56 -1.10 -1.82 -0.377
C 5.62 -0.19 6.38 -0.273
C 1.52 1.06 -7.69 -1.002
C 6.78 -1.15 6.43 -0.997
C 6.27 -3.14 3.23 -1.087
C -0.33 -0.07 -2.65 -0.504
C -4.61 -0.20 -2.57 -0.686
C -8.74 -2.08 1.19 -1.014
C 1.09 1.09 -5.08 -0.202
C -4.22 2.71 -0.17 -1.120
H 1.45 2.14 -8.13 0.313
H 7.59 -0.82 5.76 0.264
H -3.65 0.62 -0.16 0.104
H 3.37 2.48 -2.53 0.282
H 5.83 -3.44 4.18 0.299
H 5.73 -3.68 2.45 0.301
H -8.45 -2.21 0.15 0.251
H 4.87 -0.47 7.13 0.311
H -4.90 0.85 -2.48 0.160
H 6.48 -2.15 6.10 0.181
H -1.08 -0.95 -2.95 0.305
H 7.32 -3.46 3.21 0.357
H -4.58 -0.46 -3.64 0.482
H 4.78 1.23 -2.34 0.338
H 2.54 -0.41 -4.67 0.484
H 1.91 2.18 4.65 0.281
H 2.60 0.87 -7.25 0.265
H 1.08 -1.09 -5.14 0.515
H -8.14 -2.79 1.77 0.269
H -0.38 -0.04 -1.46 0.348
H 7.19 -1.22 7.44 0.399
H 5.97 0.81 6.65 0.319
H 2.10 1.68 -5.28 0.299
H -5.00 2.68 -0.94 0.315
H 1.17 -0.82 4.59 0.337
H 0.54 1.42 5.49 0.386
H -4.52 3.48 0.56 0.321
H 6.80 -1.10 3.70 0.181
H -3.33 1.48 1.33 0.365
H 1.03 0.34 3.28 0.266
H -3.59 -0.30 -2.18 -0.019
H 2.21 1.10 6.00 0.246
H -5.21 -2.14 -1.89 0.332
H -9.79 -2.35 1.30 0.374
H -3.28 3.03 -0.63 0.322
H 6.55 -1.42 2.00 0.329
H 2.34 0.51 0.25 0.342
H 1.19 -1.73 -2.99 0.439
H -6.55 -1.08 -2.29 0.327
H 3.83 1.20 -3.97 0.258
H 0.99 2.42 -3.18 0.191
H -9.16 0.06 1.19 0.318
H -0.15 -0.16 -6.69 0.255
H -8.70 -0.61 2.75 0.342
H 1.34 0.28 -8.54 0.311
H -0.30 2.84 -4.48 0.377
```

Entry 4:
The following is a DFT calculation (ωB97M-V with the def2-TZVPD basis set) of a molecular structure, C19H48O9Sr in a non-equilibrium geometry.

## Properties
Kohn-Sham gap (alpha / beta) in eV: 10.6 / 8.3
Highest occupied orbital energy (alpha / beta) in Ha: -0.468 / -0.465
Charge: +1
Max |F| in eV/Å: 3.1
Multiplicity: 2

Geometry as XYZ:
```
77
Properties=species:S:1:pos:R:3:mulliken_charge:R:1
Sr 0.56 -0.19 0.29 0.660
O 1.34 -2.19 -1.16 0.093
O 1.87 0.81 -1.72 0.197
O 2.99 -0.88 0.64 -0.633
O 4.54 0.41 1.27 -0.426
O 0.28 2.52 0.05 0.419
O 2.47 0.80 1.84 -0.632
O 0.57 -2.30 1.84 0.428
O -1.72 -0.18 -0.87 -0.275
O -0.74 0.44 2.36 0.583
C 2.22 0.53 -4.17 -1.517
C -3.07 1.50 -1.88 -1.629
C 1.68 -3.98 -2.83 -1.375
C -2.03 0.17 4.33 -1.595
C -0.50 3.60 0.44 0.705
C -0.44 -3.67 -1.46 -1.046
C 2.48 2.73 -2.85 -1.311
C -1.82 0.69 -2.00 1.902
C -0.06 -2.81 3.05 0.658
C -0.24 4.69 -0.55 -1.440
C 0.83 -2.40 4.21 -1.377
C -0.40 4.04 1.90 -1.502
C -0.21 -4.29 2.99 -1.505
C -2.89 1.31 2.22 -1.282
C -1.64 -0.05 -3.33 -1.471
C -2.04 0.20 2.81 0.498
C 3.33 0.12 1.29 0.725
C 1.09 -3.57 -1.46 0.493
C 1.73 1.40 -2.97 0.388
H -0.32 3.16 2.54 0.175
H -1.05 -2.36 3.20 0.020
H -3.13 2.18 -2.74 0.397
H -3.90 1.31 2.63 0.529
H 1.88 3.49 -2.34 0.148
H -1.65 0.60 -4.20 0.424
H -2.30 -0.91 -3.49 0.436
H 2.64 3.06 -3.88 0.459
H -1.00 1.41 -2.01 -0.919
H 1.89 -2.60 4.06 0.400
H -3.88 0.79 -2.03 0.427
H -0.21 0.78 3.08 -0.053
H 2.75 -4.20 -2.86 0.389
H 0.68 1.62 -3.20 0.242
H -0.64 4.51 -1.55 0.308
H -2.31 -0.93 -0.95 0.143
H 3.50 2.59 -2.48 0.407
H 2.29 -2.07 -1.07 0.092
H -1.53 3.31 0.25 -0.073
H -0.77 -4.65 -1.80 0.477
H 0.80 4.98 -0.69 0.345
H -0.83 -4.74 3.77 0.409
H 1.13 2.94 0.16 0.080
H 0.50 4.66 1.95 0.458
H -3.05 0.03 4.68 0.437
H 1.49 -3.16 -3.53 0.223
H 1.87 -0.49 -4.03 0.220
H -2.39 -0.78 2.50 0.135
H 2.81 0.67 -1.62 0.097
H -0.64 -0.47 -3.47 0.229
H -0.82 -3.63 -0.44 0.097
H 0.78 -1.32 4.37 0.234
H 0.77 -4.77 3.05 0.393
H -1.71 1.11 4.79 0.435
H -1.25 4.63 2.24 0.395
H -2.62 2.33 2.49 0.247
H 1.42 -2.73 1.79 0.093
H 1.44 -4.26 -0.69 0.198
H 0.52 -2.88 5.14 0.418
H -0.95 -2.92 -2.06 0.088
H 3.31 0.44 -4.17 0.413
H -3.25 2.11 -1.00 0.270
H -0.78 5.57 -0.21 0.462
H 1.19 -4.90 -3.16 0.411
H -1.33 -0.55 4.75 0.308
H -2.91 1.32 1.13 0.047
H -0.55 -4.58 2.00 0.297
H 1.95 0.84 -5.18 0.395
```

Entry 5:
The following is a DFT calculation (ωB97M-V with the def2-TZVPD basis set) of 9 unconnected molecules or ions with the total composition C19H49Cl12O20P5 in a non-equilibrium geometry.

## Properties
Kohn-Sham gap in eV: 10.8
Highest occupied orbital energy in Ha: -0.382
Max |F| in eV/Å: 4.5
Multiplicity: 1

Geometry as XYZ:
```
105
Properties=species:S:1:pos:R:3:mulliken_charge:R:1
Cl 2.19 -4.66 3.61 -0.136
Cl 4.01 7.07 2.49 -0.132
Cl -0.57 0.12 5.17 -0.123
Cl 2.80 4.82 4.17 -0.117
Cl 0.76 0.64 -5.03 -0.153
Cl -1.46 -0.01 -3.12 -0.056
Cl 3.76 -2.49 2.19 -0.139
Cl 1.41 2.03 6.05 -0.117
Cl -0.06 2.60 3.54 -0.023
Cl -1.30 2.66 -4.28 -0.143
Cl 1.93 5.29 1.35 0.007
Cl 3.50 -2.56 5.03 -0.132
P -5.15 -1.28 1.16 1.139
P 2.99 -4.82 -2.57 0.703
P -1.09 -4.87 1.11 0.575
P 0.36 8.61 -0.92 0.860
P 1.45 1.12 -0.06 -0.028
O -0.62 7.93 -2.01 -0.324
O 0.61 7.76 0.26 -0.531
O -6.52 -0.46 1.52 -0.407
O -2.29 -5.50 2.00 -0.334
O -4.91 -0.94 -0.43 -0.240
O -0.21 -6.11 0.65 -0.361
O 3.04 -4.20 -1.08 0.058
O 1.74 8.96 -1.76 -0.260
O -0.13 1.50 0.02 0.443
O 2.12 1.87 1.23 0.297
O 2.20 1.33 -1.32 -0.725
O -1.81 -4.37 -0.22 -0.363
O -0.30 -3.79 1.74 -0.013
O -0.31 10.13 -0.66 -0.390
O 2.01 -6.06 -2.29 -0.145
O 4.30 -5.14 -3.18 -0.732
O 1.57 -0.44 0.42 -0.049
O -5.19 -2.73 1.50 -0.637
O -3.92 -0.45 1.88 -0.413
O 2.00 -3.74 -3.39 -0.138
C -0.09 1.85 5.18 -0.176
C 3.32 5.43 2.52 -0.018
C -0.15 6.85 -2.78 -0.453
C -0.40 1.24 -3.74 0.502
C 2.97 8.95 -1.12 -0.578
C 3.15 1.32 2.05 -0.535
C 0.28 -7.05 1.67 -0.814
C 3.37 -5.06 0.00 -0.588
C 1.01 -1.48 -0.37 0.588
C -7.74 -0.84 0.85 -0.648
C -0.50 11.07 -1.71 -0.664
C -2.57 -0.87 1.72 0.021
C -2.90 -4.73 3.01 -0.154
C -1.04 -4.29 -1.41 -0.278
C -4.92 -2.04 -1.37 -0.686
C -0.59 2.87 -0.14 -0.877
C 2.58 -2.75 -4.16 -0.611
C 2.61 -2.92 3.55 0.341
C 1.48 -6.84 -3.35 -0.777
H 0.40 -6.75 -3.46 0.221
H 3.45 1.93 2.90 0.206
H -0.06 10.76 -2.65 0.295
H -3.98 -4.83 2.88 0.271
H 4.00 1.10 1.40 0.364
H 0.07 -6.68 2.68 0.330
H 0.23 1.65 -2.95 -0.259
H 0.35 -1.08 -1.14 -0.304
H -8.12 0.07 0.39 0.276
H 0.13 11.93 -1.48 0.285
H -0.87 2.38 5.71 0.387
H 1.78 -7.88 -3.22 0.265
H -0.86 6.33 -3.43 0.239
H -1.07 3.00 0.83 0.333
H 1.89 -6.46 -4.29 0.373
H 3.48 -2.31 -3.72 0.336
H -1.28 -5.13 -2.06 0.369
H -0.18 -8.03 1.61 0.266
H 3.22 7.95 -0.77 0.174
H 2.99 9.60 -0.24 0.313
H -2.43 -1.70 1.03 -0.010
H -2.16 -1.05 2.71 0.118
H 4.09 4.71 2.25 0.252
H -5.82 -1.94 -1.98 0.335
H 0.16 3.62 -0.40 0.148
H -4.84 -3.04 -0.97 0.343
H -4.10 -2.01 -2.09 0.176
H -2.72 -3.69 2.73 -0.161
H 1.74 -2.06 -4.27 0.105
H 4.09 -5.80 -0.35 0.403
H 0.58 -2.23 0.30 -0.104
H 3.92 -4.59 0.81 0.165
H -1.52 11.46 -1.77 0.273
H 2.97 0.37 2.54 0.020
H -1.37 2.94 -0.89 0.299
H -1.95 -0.03 1.38 0.062
H -7.62 -1.56 0.04 0.263
H 0.19 6.11 -2.06 0.135
H -2.56 -4.89 4.03 0.254
H -8.48 -1.29 1.51 0.291
H 1.37 -7.13 1.67 0.281
H 3.85 9.16 -1.73 0.296
H 0.03 -4.46 -1.24 -0.147
H 0.68 7.23 -3.38 0.316
H 1.83 -1.92 -0.95 0.190
H 2.50 -5.53 0.46 0.089
H 1.68 -2.35 3.56 0.054
H -1.23 -3.34 -1.91 0.181
H 2.77 -3.09 -5.17 0.318
```